[1]
{
  "formula": "C4H12N2O",
  "method": "ωB97M-V with the def2-TZVPD basis set",
  "symbols": ["N", "C", "C", "C", "N", "C", "O", "H", "H", "H", "H", "H", "H", "H", "H", "H", "H", "H", "H"],
  "coordinates": [[-0.586, -1.578, -1.403], [-0.659, -0.117, -1.979], [-0.813, 0.965, -0.955], [0.291, 0.996, 0.079], [0.131, -0.149, 1.056], [1.224, -0.569, 1.833], [1.078, -0.121, 3.211], [-1.301, -1.399, -0.680], [-1.173, -2.070, -2.072], [-1.492, -0.274, -2.700], [0.312, 0.049, -2.460], [-1.818, 0.905, -0.428], [-0.740, 2.000, -1.452], [1.270, 0.771, -0.322], [0.407, 1.980, 0.600], [-0.834, -0.204, 1.324], [1.223, -1.662, 1.854], [2.260, -0.348, 1.452], [1.218, 0.826, 3.044]],
  "lowdin_charge": [-0.02, -0.26, -0.23, -0.22, -0.07, -0.31, -0.08, 0.04, 0.04, 0.11, 0.10, 0.13, 0.13, 0.10, 0.11, 0.11, 0.11, 0.14, 0.07],
  "largest_force_ev_per_a": 3.56,
  "charge": 0,
  "e_homo_ev": -8.478,
  "smiles": "NCCCNCO",
  "total_energy_ha": -344.28897,
  "homo_lumo_gap_ha": 0.3461,
  "e_above_lowest_kcal_mol": 60.3,
  "lumo_ha": 0.0345
}



[2]
{
  "formula": "C4H12N2O",
  "method": "ωB97M-V with the def2-TZVPD basis set",
  "symbols": ["C", "C", "C", "N", "C", "N", "H", "H", "H", "H", "H", "H", "H", "H", "H", "H", "O", "H", "H"],
  "coordinates": [[-0.706, -2.085, 1.474], [-0.111, -0.739, 1.018], [0.198, -0.737, -0.447], [-0.766, -1.199, -1.359], [1.446, -0.398, -0.804], [1.916, -0.146, -2.147], [-0.025, -2.889, 1.273], [-1.595, -2.286, 0.869], [-0.960, -2.144, 2.518], [0.674, -0.526, 1.728], [-0.868, 0.038, 1.151], [-0.370, -1.100, -2.282], [-1.062, -2.158, -1.245], [2.185, -0.162, -0.054], [1.164, 0.279, -2.677], [2.128, -1.047, -2.570], [-1.346, 4.461, 1.995], [-1.169, 4.056, 1.138], [-1.426, 5.409, 1.884]],
  "lowdin_charge": [-0.10, -0.21, -0.37, 0.09, -0.17, 0.00, 0.07, 0.06, 0.06, 0.10, 0.11, 0.06, 0.08, 0.09, 0.06, 0.07, -0.06, 0.03, 0.03],
  "largest_force_ev_per_a": 2.38,
  "charge": 0,
  "e_homo_ev": -8.172,
  "smiles": "CC/C(N)=C/N.O",
  "total_energy_ha": -344.32128,
  "homo_lumo_gap_ha": 0.3301,
  "e_above_lowest_kcal_mol": 40.0,
  "lumo_ha": 0.0298
}



[3]
{
  "formula": "C4H12N2O",
  "method": "ωB97M-V with the def2-TZVPD basis set",
  "symbols": ["C", "N", "C", "O", "C", "C", "N", "H", "H", "H", "H", "H", "H", "H", "H", "H", "H", "H", "H"],
  "coordinates": [[0.363, -0.072, -0.525], [-0.962, -0.072, 0.050], [-2.013, -0.214, -0.912], [-3.291, -0.039, -0.372], [1.518, -0.212, 0.552], [2.849, -0.366, -0.163], [1.545, 0.906, 1.465], [0.561, -0.976, -1.075], [0.494, 0.772, -1.231], [-0.998, 0.872, 0.447], [-1.961, 0.433, -1.807], [-1.941, -1.274, -1.291], [-3.373, -0.546, 0.443], [1.363, -1.135, 1.087], [3.103, 0.486, -0.792], [3.683, -0.490, 0.534], [2.758, -1.265, -0.835], [0.645, 0.978, 1.938], [1.740, 1.821, 1.016]],
  "lowdin_charge": [-0.14, 0.02, -0.29, -0.01, -0.36, -0.04, 0.23, 0.13, 0.16, 0.14, 0.15, 0.16, 0.10, 0.16, 0.09, 0.10, 0.11, 0.13, 0.16],
  "s2": 0.757,
  "spin_multiplicity": 2,
  "largest_force_ev_per_a": 3.19,
  "charge": 1,
  "e_homo_ev": [-14.588, -14.056],
  "total_energy_ha": -343.99929,
  "homo_lumo_gap_ha": [0.4192, 0.1886],
  "e_above_lowest_kcal_mol": 39.7,
  "lumo_ha": [-0.1169, -0.3279]
}



[4]
{
  "formula": "C4H12N2O2",
  "method": "ωB97M-V with the def2-TZVPD basis set",
  "symbols": ["C", "C", "O", "O", "H", "H", "H", "H", "N", "C", "C", "N", "H", "H", "H", "H", "H", "H", "H", "H"],
  "coordinates": [[1.614, 2.674, -1.357], [0.712, 1.569, -0.855], [0.071, 0.909, -1.657], [0.767, 1.366, 0.428], [1.806, 3.440, -0.607], [2.556, 2.301, -1.756], [1.068, 3.116, -2.195], [0.600, 0.387, 0.985], [0.750, -0.853, 1.593], [-0.102, -1.667, 0.662], [-1.545, -1.164, 0.626], [-2.106, -1.532, -0.678], [0.370, -0.965, 2.528], [1.675, -1.267, 1.595], [0.314, -1.515, -0.338], [-0.110, -2.740, 0.862], [-2.096, -1.683, 1.418], [-1.589, -0.091, 0.826], [-3.099, -1.337, -0.704], [-1.658, -0.947, -1.373]],
  "lowdin_charge": [-0.01, -0.64, 0.03, 0.01, 0.08, 0.08, 0.08, 0.06, 0.03, -0.22, -0.29, 0.00, 0.11, 0.11, 0.11, 0.11, 0.11, 0.11, 0.06, 0.05],
  "largest_force_ev_per_a": 1.68,
  "charge": 0,
  "e_homo_ev": -9.372,
  "smiles": "CC(=O)O.NCCN",
  "total_energy_ha": -419.60664,
  "homo_lumo_gap_ha": 0.3686,
  "e_above_lowest_kcal_mol": 26.3,
  "lumo_ha": 0.0242
}



[5]
{
  "formula": "C4H12N2O2",
  "method": "ωB97M-V with the def2-TZVPD basis set",
  "symbols": ["C", "N", "C", "C", "N", "C", "O", "H", "H", "H", "H", "H", "H", "H", "H", "H", "H", "O", "H", "H"],
  "coordinates": [[1.681, -0.473, -2.553], [0.703, -0.343, -1.474], [1.184, -0.591, -0.111], [0.412, 0.304, 0.831], [-1.004, -0.065, 0.902], [-1.448, -0.932, 1.841], [-0.753, -1.387, 2.731], [2.661, -0.786, -2.190], [1.424, -1.261, -3.258], [1.813, 0.460, -3.086], [-0.112, -0.910, -1.667], [1.165, -1.665, 0.120], [2.239, -0.303, -0.071], [0.464, 1.275, 0.338], [0.779, 0.364, 1.857], [-1.603, 0.263, 0.163], [-2.511, -1.201, 1.714], [-0.998, 2.680, -1.197], [-0.482, 1.866, -1.339], [-0.484, 3.318, -1.704]],
  "lowdin_charge": [-0.12, -0.13, -0.22, -0.18, 0.03, -0.37, 0.01, 0.07, 0.07, 0.07, 0.10, 0.12, 0.12, 0.10, 0.12, 0.12, 0.13, -0.07, -0.01, 0.04],
  "largest_force_ev_per_a": 0.75,
  "charge": 0,
  "e_homo_ev": -9.341,
  "smiles": "CNCCNC=O.O",
  "total_energy_ha": -419.59200,
  "homo_lumo_gap_ha": 0.3696,
  "e_above_lowest_kcal_mol": 35.4,
  "lumo_ha": 0.0263
}



[6]
{
  "formula": "C4H12N2O2",
  "method": "ωB97M-V with the def2-TZVPD basis set",
  "symbols": ["C", "N", "O", "H", "H", "H", "H", "H", "C", "C", "N", "C", "O", "H", "H", "H", "H", "H", "H", "H"],
  "coordinates": [[0.809, -1.706, -1.057], [-1.768, -0.242, -1.841], [-0.717, -0.300, -0.967], [-2.662, -0.357, -1.367], [-1.747, 0.606, -2.403], [-0.020, -2.243, -1.497], [1.350, -2.314, -0.339], [1.435, -1.217, -1.792], [0.166, 1.963, 0.146], [0.083, 0.603, 0.766], [-0.855, 0.434, 1.763], [1.132, -0.316, 0.658], [1.240, -1.315, 1.643], [1.630, -0.928, 2.437], [-1.739, 0.895, 1.602], [-0.963, -0.526, 2.060], [2.069, 0.022, 0.228], [0.511, 2.698, 0.881], [0.857, 1.954, -0.695], [-0.810, 2.287, -0.225]],
  "lowdin_charge": [0.11, -0.03, -0.37, 0.07, 0.07, 0.03, 0.03, 0.04, -0.04, -0.39, 0.13, -0.24, -0.06, 0.10, 0.10, 0.10, 0.12, 0.09, 0.09, 0.08],
  "largest_force_ev_per_a": 0.49,
  "charge": 0,
  "e_homo_ev": [-7.400, -7.396],
  "total_energy_ha": -419.37916,
  "homo_lumo_gap_ha": [0.3024, 0.3022],
  "e_above_lowest_kcal_mol": 169.0,
  "lumo_ha": [0.0304, 0.0304]
}